[1]
{
  "formula": "C34H37BF3N2O11P",
  "method": "wB97M-V/def2-TZVPD",
  "elements": ["C", "C", "O", "P", "O", "C", "C", "C", "C", "N", "C", "C", "C", "F", "C", "F", "F", "C", "O", "C", "N", "B", "O", "C", "C", "O", "C", "C", "H", "H", "H", "H", "H", "H", "H", "H", "H", "H", "H", "H", "H", "H", "H", "H", "H", "H", "H", "H", "H", "H", "H", "H", "H", "O", "C", "C", "C", "C", "O", "C", "C", "H", "H", "H", "H", "O", "C", "C", "C", "C", "O", "C", "C", "H", "H", "H", "H", "O", "C", "C", "C", "C", "O", "C", "C", "H", "H", "H", "H"],
  "positions_angstrom": [[2.191, 0.246, 1.437], [1.494, 1.553, 1.736], [0.070, 1.400, 1.506], [-0.689, 2.670, 0.921], [-0.481, 3.907, 1.691], [-2.420, 2.158, 0.945], [-3.047, 1.980, -0.444], [-4.304, 1.067, -0.493], [-4.954, 1.374, -1.791], [-5.457, 1.597, -2.797], [-3.961, -0.450, -0.564], [-2.758, -0.911, 0.271], [-2.398, -2.321, -0.114], [-2.510, -2.654, -1.409], [-1.994, -3.255, 0.723], [-2.016, -4.544, 0.501], [-1.517, -2.985, 1.917], [-5.378, 1.387, 0.641], [-5.465, 2.789, 0.867], [-6.711, 0.977, 0.141], [-7.772, 0.667, -0.165], [-5.184, 0.509, 1.999], [-5.700, -0.769, 1.997], [-4.470, 1.024, 3.297], [-3.451, 0.022, 3.887], [-0.217, 2.885, -0.589], [0.196, 1.784, -1.430], [1.518, 2.131, -2.079], [3.210, 0.325, 1.832], [1.722, -0.597, 1.939], [2.284, 0.044, 0.370], [1.909, 2.352, 1.115], [1.643, 1.849, 2.775], [-2.508, 1.255, 1.548], [-2.925, 2.961, 1.479], [-2.352, 1.560, -1.168], [-3.336, 2.962, -0.814], [-4.838, -1.058, -0.332], [-3.733, -0.660, -1.611], [-1.887, -0.273, 0.113], [-3.028, -0.966, 1.328], [-5.084, 3.000, 1.726], [-6.661, -0.822, 2.047], [-5.288, 1.149, 4.022], [-4.020, 2.016, 3.200], [-3.478, 0.020, 4.975], [-2.441, 0.265, 3.549], [-3.664, -0.997, 3.554], [-0.563, 1.677, -2.210], [0.230, 0.842, -0.878], [2.360, 2.073, -1.387], [1.702, 1.516, -2.962], [1.460, 3.168, -2.424], [-2.675, 3.092, -3.183], [-2.455, 3.534, -4.291], [-1.290, 4.415, -4.552], [-1.054, 4.896, -5.769], [-1.946, 4.569, -6.913], [-1.726, 5.007, -8.021], [-3.112, 3.689, -6.646], [-3.349, 3.208, -5.429], [-0.659, 4.639, -3.700], [-0.213, 5.542, -5.989], [-3.747, 3.469, -7.494], [-4.192, 2.566, -5.200], [3.940, -6.612, 4.102], [3.552, -5.735, 3.362], [4.465, -4.671, 2.876], [4.039, -3.706, 2.064], [2.627, -3.661, 1.610], [2.235, -2.784, 0.868], [1.708, -4.722, 2.095], [2.138, -5.684, 2.906], [5.489, -4.728, 3.223], [4.693, -2.920, 1.703], [0.684, -4.663, 1.750], [1.490, -6.471, 3.273], [11.040, -2.866, -0.967], [9.993, -2.612, -0.415], [9.960, -2.106, 0.982], [8.810, -1.829, 1.589], [7.512, -2.014, 0.894], [6.462, -1.761, 1.448], [7.541, -2.519, -0.500], [8.691, -2.796, -1.108], [10.920, -1.979, 1.466], [8.759, -1.460, 2.605], [6.580, -2.645, -0.984], [8.740, -3.165, -2.125]],
  "forces_ev_per_angstrom": [[0.4, 0.2, 0.3], [0.3, -0.3, 0.1], [0.1, -0.1, -0.4], [-0.2, 1.3, 0.8], [0.0, -0.2, -0.2], [-0.1, -0.4, -0.4], [-0.5, -0.1, 0.4], [-0.3, 0.0, -0.2], [0.1, 0.0, 0.3], [0.0, 0.0, -0.2], [0.3, 0.1, -0.4], [0.0, -0.5, -0.3], [0.1, 0.3, 0.2], [-0.5, -0.2, -0.3], [-0.2, 0.2, -0.2], [0.5, -0.5, -0.3], [-0.3, 0.1, 0.8], [-0.1, 0.0, 0.0], [0.1, 0.0, -0.1], [0.2, 0.2, 0.1], [-0.2, -0.2, 0.0], [0.2, -0.1, -0.1], [0.0, 0.3, 0.6], [0.0, 0.0, 0.0], [-0.1, 0.0, -0.2], [0.2, -0.8, 0.2], [-0.2, 0.1, -0.6], [0.0, 0.4, 0.0], [0.0, -0.1, -0.1], [-0.1, 0.1, -0.1], [-0.2, -0.1, 0.0], [-0.2, 0.0, 0.0], [-0.2, 0.0, 0.0], [0.2, 0.1, 0.0], [0.1, 0.0, 0.0], [0.0, 0.1, 0.0], [0.1, -0.1, -0.1], [0.0, 0.1, 0.1], [0.0, 0.0, 0.1], [-0.1, 0.1, 0.2], [0.3, 0.3, 0.1], [0.0, -0.1, 0.0], [0.0, -0.2, -0.5], [0.0, -0.1, -0.1], [0.0, -0.1, 0.1], [0.1, 0.1, 0.0], [0.0, 0.0, 0.1], [-0.1, 0.0, 0.1], [0.0, 0.1, 0.1], [0.1, 0.1, 0.1], [0.0, -0.1, 0.0], [0.0, -0.2, 0.2], [0.0, -0.1, 0.0], [0.2, 0.0, 0.0], [-0.1, 0.0, 0.0], [0.0, 0.0, 0.0], [0.0, 0.0, 0.0], [0.0, 0.0, 0.0], [0.0, 0.0, 0.0], [0.0, 0.0, 0.0], [0.0, 0.0, 0.0], [0.0, 0.0, 0.0], [0.0, 0.0, 0.0], [0.0, 0.0, 0.0], [0.0, 0.0, 0.0], [0.0, 0.0, 0.0], [0.0, 0.0, 0.0], [0.0, 0.0, 0.0], [0.0, 0.0, 0.0], [0.0, 0.0, 0.0], [0.0, -0.1, -0.1], [0.0, 0.0, 0.0], [0.0, 0.0, 0.0], [0.0, 0.0, 0.0], [-0.1, -0.1, 0.0], [0.0, 0.0, 0.0], [0.0, 0.0, 0.0], [0.0, 0.0, 0.0], [0.0, 0.0, 0.0], [0.0, 0.0, 0.0], [0.0, 0.0, 0.0], [0.0, 0.0, 0.0], [0.1, 0.0, 0.0], [0.0, 0.0, 0.0], [0.0, 0.0, 0.0], [0.0, 0.0, 0.0], [0.0, 0.0, 0.0], [0.0, 0.0, 0.0], [0.0, 0.0, 0.0]],
  "total_energy_ha": -2920.70168,
  "max_force_ev_per_a": 1.50,
  "smiles": "CCOP(=O)(CC[C@@](C#N)(CCC(F)=C(F)F)[C@@](O)(C#N)B(O)CC)OCC.O=C1C=CC(=O)C=C1.O=C1C=CC(=O)C=C1.O=C1C=CC(=O)C=C1",
  "homo_ev": -9.71
}

[2]
{
  "formula": "C34H37BrN5O2PtSi2",
  "method": "wB97M-V/def2-TZVPD",
  "elements": ["Pt", "C", "Si", "C", "C", "C", "C", "C", "C", "C", "Si", "C", "C", "H", "H", "H", "H", "H", "H", "H", "H", "H", "H", "H", "H", "H", "H", "H", "H", "C", "C", "N", "C", "C", "N", "H", "H", "H", "H", "H", "H", "O", "C", "N", "C", "C", "O", "N", "C", "C", "C", "C", "C", "C", "C", "C", "C", "C", "C", "C", "H", "H", "H", "H", "H", "H", "H", "H", "H", "H", "H", "Br", "C", "C", "C", "C", "N", "C", "H", "H", "H", "H"],
  "positions_angstrom": [[-1.188, -0.639, -0.262], [-1.389, 1.207, 2.842], [-1.196, -0.534, 2.062], [0.346, -1.299, 2.910], [-2.656, -1.587, 2.715], [-2.985, -1.655, 4.068], [-4.008, -2.477, 4.521], [-4.726, -3.239, 3.610], [-4.409, -3.175, 2.260], [-3.375, -2.361, 1.799], [-2.753, -2.352, -0.016], [-4.327, -2.442, -1.138], [-1.958, -4.115, -0.067], [-1.372, 1.135, 3.931], [-2.333, 1.668, 2.549], [-0.581, 1.871, 2.531], [0.176, -1.402, 3.984], [1.232, -0.680, 2.769], [0.563, -2.287, 2.506], [-2.430, -1.058, 4.785], [-4.244, -2.529, 5.578], [-5.523, -3.889, 3.954], [-4.974, -3.774, 1.552], [-4.584, -3.475, -1.382], [-4.183, -1.902, -2.075], [-5.182, -1.994, -0.629], [-2.722, -4.890, 0.043], [-1.256, -4.208, 0.761], [-1.403, -4.320, -0.983], [-1.519, -2.651, -3.600], [-1.195, -1.203, -3.600], [-0.998, -0.439, -2.555], [-0.686, 0.813, -3.024], [-0.705, 0.806, -4.383], [-1.034, -0.482, -4.741], [-1.413, -3.018, -2.583], [-0.838, -3.202, -4.250], [-2.541, -2.822, -3.941], [-0.443, 1.623, -2.363], [-0.517, 1.572, -5.111], [-1.136, -0.834, -5.675], [1.249, -2.090, -0.502], [1.703, -0.961, -0.403], [3.057, -0.710, -0.427], [3.331, 0.690, -0.224], [1.861, 1.246, -0.176], [1.608, 2.438, -0.066], [0.993, 0.231, -0.295], [4.008, 1.350, -1.407], [4.252, 2.723, -1.346], [4.769, 3.392, -2.441], [5.072, 2.698, -3.606], [4.844, 1.332, -3.666], [4.306, 0.662, -2.577], [4.082, 0.931, 1.073], [3.415, 1.254, 2.251], [4.122, 1.436, 3.428], [5.502, 1.292, 3.449], [6.174, 0.961, 2.279], [5.469, 0.786, 1.100], [3.733, -1.430, -0.248], [4.001, 3.256, -0.440], [4.922, 4.463, -2.389], [5.473, 3.224, -4.463], [5.071, 0.787, -4.575], [4.109, -0.401, -2.637], [2.341, 1.378, 2.240], [3.593, 1.696, 4.336], [6.053, 1.430, 4.370], [7.250, 0.840, 2.286], [5.991, 0.542, 0.183], [-6.301, 2.662, -0.939], [-4.416, 2.657, -0.605], [-3.773, 3.861, -0.357], [-2.394, 3.771, -0.154], [-1.770, 2.546, -0.199], [-2.422, 1.392, -0.433], [-3.744, 1.459, -0.637], [-4.303, 4.799, -0.313], [-1.819, 4.666, 0.043], [-0.700, 2.460, -0.037], [-4.248, 0.518, -0.822]],
  "forces_ev_per_angstrom": [[-0.3, -0.7, 0.5], [0.1, -0.3, -0.3], [-0.2, -0.9, -0.6], [-0.3, 0.3, -0.1], [0.3, 0.3, 0.2], [-0.1, -0.1, 0.1], [0.0, 0.0, 0.1], [-0.1, -0.1, -0.1], [-0.1, 0.0, 0.1], [-0.1, 0.0, -0.4], [0.8, 0.2, 0.7], [0.4, 0.1, 0.1], [-0.3, 0.3, -0.3], [0.0, 0.0, 0.1], [-0.1, 0.0, 0.0], [0.1, 0.0, 0.0], [0.0, 0.0, 0.1], [0.1, 0.1, 0.0], [-0.1, 0.0, -0.1], [0.0, 0.0, 0.1], [0.0, 0.0, 0.0], [0.0, 0.0, 0.0], [0.0, 0.0, 0.0], [0.0, -0.1, 0.0], [0.0, 0.0, -0.1], [-0.1, 0.0, 0.0], [-0.1, -0.1, 0.0], [0.1, 0.1, 0.1], [0.1, 0.0, 0.0], [0.0, 0.1, 0.1], [0.0, -0.1, -0.2], [-0.1, -0.2, 0.4], [0.1, 0.1, -0.4], [0.0, 0.1, 0.0], [0.0, 0.0, 0.1], [0.0, 0.0, 0.0], [0.0, 0.0, 0.0], [0.0, -0.1, 0.0], [0.0, 0.0, 0.1], [0.0, 0.1, 0.0], [0.0, 0.0, 0.0], [0.5, 0.3, 0.0], [-0.1, -0.8, -0.2], [0.4, 0.6, -0.1], [-0.2, 0.0, -0.1], [-0.3, -0.4, 0.0], [0.0, 0.3, 0.1], [0.0, -0.6, 0.0], [0.1, 0.2, -0.2], [0.0, -0.1, -0.1], [0.0, 0.0, 0.0], [0.0, 0.0, 0.0], [0.1, 0.1, -0.1], [0.0, 0.0, 0.2], [0.1, 0.1, 0.1], [0.0, 0.0, -0.2], [0.1, 0.0, 0.2], [0.0, 0.0, -0.1], [0.0, 0.0, 0.1], [-0.2, 0.0, 0.0], [-0.1, -0.1, 0.1], [0.0, 0.0, 0.0], [0.0, 0.0, 0.0], [0.0, 0.0, 0.0], [0.0, 0.0, 0.0], [-0.1, 0.0, 0.0], [0.0, 0.0, 0.0], [0.0, 0.0, 0.0], [0.0, 0.0, 0.0], [0.0, 0.0, 0.0], [0.0, 0.0, 0.0], [0.1, 0.0, 0.0], [-0.8, 0.7, 0.0], [0.7, -0.8, 0.0], [-0.6, 0.7, 0.1], [-0.1, -0.8, 0.0], [-0.6, 1.9, -0.4], [0.9, -0.3, 0.2], [-0.1, 0.0, 0.0], [0.1, 0.0, 0.0], [0.1, 0.0, 0.0], [-0.1, 0.0, 0.0]],
  "charge": -1,
  "de_lowest_ev": 1.1325,
  "total_energy_ha": -5014.61780,
  "max_force_ev_per_a": 2.06,
  "homo_ev": -3.04
}